16
Properties=species:S:1:pos:R:3:forces:R:3 method="wB97M-V/def2-TZVPD" smiles="CC=O.NCN" max_force_ev_per_a=5.44 lumo_ev=0.45 de_lowest_kj_mol=276.3
C 1.209 -2.272 1.895 0.5795 -0.1145 0.0061
C 1.391 -1.845 0.387 -3.0166 2.5530 0.1688
O 0.474 -1.367 -0.322 2.4820 -2.2894 2.0396
H 2.159 -2.663 2.323 -0.3219 0.5093 -0.5350
H 0.948 -1.350 2.503 0.0973 -1.0180 -0.8757
H 0.508 -3.099 2.126 -0.1197 0.7794 -0.6001
H 2.409 -1.609 0.079 0.4790 -0.6403 -0.2208
N -1.351 2.616 -1.657 -2.1619 -0.6475 2.4281
C -0.572 1.518 -0.929 -1.2650 -1.0634 -3.0318
N -0.871 1.048 0.382 -3.7033 1.9185 3.4905
H -1.454 3.255 -0.857 -0.1146 0.6257 -0.7440
H -2.421 2.392 -1.876 3.0494 -0.1019 0.7375
H 0.447 1.857 -0.966 0.4870 0.2044 -0.0112
H -0.695 0.688 -1.636 0.5467 -0.0925 0.0068
H -0.479 0.225 0.770 0.6006 -0.6390 -0.6524
H -1.818 1.188 0.916 2.3816 0.0163 -2.2065